C4H10N2O | ωB97M-V/def2-TZVPD

Properties
- calculated total energy (eV) = -9333.524
- E_LUMO (Eh) = 0.0088
- ΔE to the lowest compared entry with this formula, charge and spin (kcal per mole) = 125.99

Structure (XYZ):
```
17
Properties=species:S:1:pos:R:3:nbo_charge:R:1
C -1.01 0.90 -2.27 0.503
C 0.47 -0.92 -1.49 -0.448
C 0.92 0.94 0.98 -0.484
C -1.14 -0.17 1.14 -0.478
N -0.21 0.31 -1.40 -0.307
N -0.40 0.88 0.38 -0.253
O -0.88 0.69 -3.46 -0.600
H -1.61 1.62 -1.75 0.132
H 1.12 -0.87 -2.39 0.239
H 1.05 -1.07 -0.42 0.210
H -0.16 -1.92 -1.62 0.195
H 1.44 1.92 0.52 0.213
H 0.84 1.11 2.17 0.233
H 1.77 0.20 0.83 0.207
H -1.40 0.18 2.24 0.235
H -2.09 -0.44 0.56 0.215
H -0.65 -1.21 1.05 0.188
```

***

C25H16N6O6PdS2 | ωB97M-V/def2-TZVPD

Properties
- total charge = +2
- calculated total energy (eV) = -72547.640
- E_LUMO (Eh) = -0.2608
- ΔE to the lowest compared entry with this formula, charge and spin (kcal per mole) = 0.00

Structure (XYZ):
```
56
Properties=species:S:1:pos:R:3:nbo_charge:R:1
Pd 0.56 -0.37 -0.83 0.916
O -2.33 0.65 0.76 -0.866
S -3.00 -0.26 -0.08 2.504
O -4.31 -0.70 0.24 -0.805
O -2.40 -0.62 -1.31 -0.865
O -1.95 -2.14 1.10 -0.714
S -0.01 6.90 -2.22 1.043
N 0.22 6.13 -0.83 -0.575
C 0.20 4.83 -1.11 0.093
C 0.33 3.76 -0.14 -0.073
C 0.42 3.96 1.24 -0.071
C 0.48 2.86 2.06 -0.224
C 0.43 1.58 1.50 0.094
N 0.36 1.38 0.19 -0.444
C 0.31 2.46 -0.63 0.236
C 0.15 2.18 -2.04 0.157
N 0.14 0.88 -2.39 -0.427
C -0.25 0.55 -3.62 0.072
C -0.52 1.51 -4.59 -0.226
C -0.40 2.84 -4.27 -0.069
C -0.08 3.20 -2.96 -0.072
C -0.01 4.56 -2.48 0.154
N -0.15 5.65 -3.22 -0.588
H 0.44 4.97 1.63 0.265
H 0.54 2.96 3.13 0.257
H 0.44 0.71 2.13 0.225
H -0.38 -0.50 -3.82 0.223
H -0.82 1.19 -5.58 0.260
H -0.58 3.61 -5.01 0.265
O -2.67 -1.20 6.21 -0.639
C -1.39 -1.56 6.01 0.762
O -0.67 -1.85 6.91 -0.506
C -0.89 -1.58 4.58 -0.120
C -1.72 -1.80 3.49 -0.236
C -1.18 -1.87 2.22 0.261
C 0.19 -1.69 2.03 0.105
C 1.02 -1.49 3.12 -0.238
C 0.48 -1.44 4.40 -0.150
N 0.71 -1.76 0.70 -0.441
C 1.16 -2.89 0.32 0.202
C 1.57 -3.06 -1.06 0.085
C 2.21 -4.20 -1.48 -0.159
C 2.60 -4.31 -2.81 -0.110
C 2.33 -3.25 -3.65 -0.200
C 1.67 -2.13 -3.15 0.089
N 1.27 -2.03 -1.89 -0.434
H -3.08 -0.82 5.42 0.485
H -2.79 -1.96 3.61 0.236
H -2.71 -2.68 1.35 0.522
H 2.08 -1.37 2.97 0.245
H 1.11 -1.31 5.27 0.270
H 1.23 -3.72 1.01 0.230
H 2.42 -5.00 -0.77 0.255
H 3.11 -5.19 -3.17 0.261
H 2.63 -3.26 -4.69 0.262
H 1.48 -1.29 -3.80 0.220
```

***

C8H17CdClNO2S | ωB97M-V/def2-TZVPD

Properties
- total charge = +1
- calculated total energy (eV) = -42065.682
- E_LUMO (Eh) = -0.2898
- ΔE to the lowest compared entry with this formula, charge and spin (kcal per mole) = 32.58

Structure (XYZ):
```
31
Properties=species:S:1:pos:R:3:nbo_charge:R:1
C -3.12 -0.10 0.13 -0.618
C -2.63 -0.20 -1.34 -0.405
C -1.66 -1.42 -1.54 -0.400
C -0.39 -1.08 -0.68 -0.405
N 0.72 -1.92 -0.95 0.134
C 1.96 -1.42 -0.42 -0.365
C 1.90 -0.81 1.03 -0.432
C 2.05 0.77 1.01 -0.439
C 0.69 1.51 1.21 -0.626
S 0.49 2.87 -0.02 2.000
O -0.43 3.90 0.49 -0.848
O 0.06 2.30 -1.31 -0.904
Cl 2.33 3.79 -0.29 -0.164
H -2.29 0.01 0.85 0.170
H -3.73 -0.96 0.44 0.222
H -3.73 0.82 0.23 0.245
H -3.44 -0.19 -2.08 0.243
H -2.03 0.71 -1.56 0.215
H -1.39 -1.50 -2.61 0.237
H -2.19 -2.31 -1.15 0.226
H -0.18 0.00 -0.84 0.291
H -0.70 -1.30 0.38 0.320
H 2.64 -2.30 -0.38 0.234
H 2.43 -0.73 -1.16 0.314
H 2.84 -1.18 1.58 0.209
H 1.04 -1.14 1.64 0.236
H 2.69 1.03 1.88 0.246
H 2.60 1.11 0.12 0.246
H 0.72 2.03 2.19 0.277
H -0.19 0.86 1.19 0.254
Cd 2.92 -3.13 1.96 0.288
```

***

C9H14 | ωB97M-V/def2-TZVPD

Properties
- calculated total energy (eV) = -9559.564
- E_LUMO (Eh) = 0.0383
- ΔE to the lowest compared entry with this formula, charge and spin (kcal per mole) = 14.25
- SMILES string = Cc1ccccc1.CC

Structure (XYZ):
```
23
Properties=species:S:1:pos:R:3:nbo_charge:R:1
C -2.03 0.01 1.84 -0.633
C -0.26 1.20 0.50 -0.231
C -1.51 0.56 0.53 0.010
C 0.09 1.80 -0.69 -0.196
C -0.68 1.73 -1.86 -0.236
C -2.17 0.34 -0.65 -0.232
C -1.85 1.01 -1.83 -0.195
H 0.51 1.10 1.24 0.215
H 0.98 2.43 -0.68 0.205
H -1.24 -0.53 2.34 0.218
H -2.96 -0.54 1.77 0.218
H -0.24 2.29 -2.66 0.215
H -3.09 -0.22 -0.69 0.207
H -2.49 0.95 -2.69 0.214
H -2.18 0.87 2.51 0.220
C 2.04 -1.60 -0.58 -0.610
C 2.66 -1.68 0.80 -0.612
H 2.43 -2.36 -1.23 0.207
H 0.97 -1.60 -0.53 0.210
H 2.27 -0.62 -1.01 0.204
H 2.78 -2.71 1.17 0.202
H 2.27 -1.07 1.62 0.202
H 3.71 -1.35 0.76 0.198
```